Record 1
A molecular structure, C12H18AsNO8SSeTc at a distorted geometry. Source: the Open Molecules 2025 dataset; level of theory: wB97M-V/def2-TZVPD.

Cartesian coordinates (Å):
Tc: -1.12 -0.11 -0.69
C: 4.73 3.08 -4.88
C: 4.02 2.32 -3.79
C: 2.68 1.96 -3.95
C: 2.00 1.28 -2.96
C: 2.69 0.94 -1.79
C: 4.02 1.28 -1.61
C: 4.68 1.97 -2.62
S: 1.88 0.02 -0.55
O: 1.31 -1.18 -1.15
O: 2.76 -0.10 0.58
N: 0.54 0.81 -0.15
C: 0.46 2.00 0.68
C: -0.88 1.91 1.38
O: -1.18 2.53 2.36
O: -1.71 1.02 0.80
H: 4.48 2.68 -5.86
H: 5.81 3.04 -4.75
H: 4.43 4.13 -4.87
H: 2.15 2.22 -4.86
H: 0.97 0.99 -3.10
H: 4.53 1.00 -0.70
H: 5.72 2.24 -2.49
H: 0.45 2.91 0.07
H: 1.27 2.06 1.40
C: -0.65 -1.43 2.81
As: -0.96 -1.96 0.99
C: 0.27 -3.42 0.76
C: -2.67 -2.86 1.07
H: -0.76 -2.30 3.45
H: -1.35 -0.65 3.10
H: 0.37 -1.04 2.90
H: 0.12 -4.10 1.59
H: 1.29 -3.04 0.74
H: 0.06 -3.92 -0.18
H: -2.63 -3.67 1.80
H: -2.89 -3.26 0.08
H: -3.45 -2.15 1.35
O: -0.76 -0.46 -4.37
Se: -1.94 -0.19 -3.33
O: -1.53 1.10 -2.28
O: -1.81 -1.33 -2.00
O: -3.45 -0.12 -3.85

- LUMO level (alpha / beta): -0.9 / -1.8 eV
- Multiplicity: 4
- Strongest force on any atom: 1.6 eV/A
- HOMO (alpha / beta): -9.5 / -9.8 eV
- Charge: 0
- Electronic energy: -6240.84505 a.u.
- Orbital gap (alpha / beta): 8.6 / 8.0 eV

=====

Record 2
8 unconnected molecules or ions with the total composition C32H40N8 at a distorted geometry. Source: the Open Molecules 2025 dataset; level of theory: wB97M-V/def2-TZVPD.

Cartesian coordinates (Å):
C: -3.04 -1.20 3.00
C: -4.44 -1.49 2.44
C: -4.92 -0.46 1.78
N: -3.94 0.53 1.92
C: -2.86 0.18 2.78
H: -2.37 -1.66 3.47
H: -4.82 -2.33 2.46
H: -5.79 -0.33 1.41
H: -4.36 1.60 1.57
H: -2.15 0.87 2.92
C: -3.64 -2.93 -4.80
C: -3.03 -2.52 -3.50
C: -2.00 -3.36 -3.43
N: -1.95 -4.11 -4.60
C: -2.90 -3.87 -5.43
H: -4.57 -2.43 -5.44
H: -3.50 -1.87 -2.85
H: -1.13 -3.47 -2.71
H: -1.19 -4.89 -4.89
H: -2.90 -4.23 -6.45
C: -4.65 0.44 -1.64
C: -3.45 1.07 -2.31
C: -3.90 2.13 -3.00
N: -5.23 2.21 -2.76
C: -5.67 1.15 -1.94
H: -4.63 -0.44 -0.94
H: -2.35 0.95 -2.15
H: -3.66 2.98 -3.77
H: -6.00 2.83 -3.01
H: -6.67 1.02 -1.46
C: 4.93 2.39 0.61
C: 4.49 2.07 -0.72
C: 4.69 0.73 -0.78
N: 5.17 0.24 0.38
C: 5.32 1.28 1.23
H: 5.00 3.30 1.09
H: 4.01 2.55 -1.57
H: 4.69 0.01 -1.74
H: 5.37 -0.74 0.47
H: 5.61 1.04 2.10
C: 3.42 -1.05 -3.84
C: 4.66 -1.98 -3.78
C: 5.57 -1.14 -4.35
N: 5.04 0.00 -4.84
C: 3.65 0.08 -4.48
H: 2.32 -1.20 -3.58
H: 4.99 -3.10 -3.52
H: 6.55 -1.51 -4.35
H: 5.57 0.75 -5.40
H: 2.95 0.80 -4.76
C: -0.76 2.74 4.34
C: -0.43 4.19 4.47
C: -1.08 4.78 5.51
N: -1.89 3.71 5.99
C: -1.68 2.59 5.23
H: -0.47 1.99 3.85
H: 0.20 4.67 3.76
H: -1.09 5.63 5.84
H: -2.63 3.69 6.52
H: -2.31 1.79 5.58
C: 0.34 -0.64 -0.64
C: -0.47 0.40 0.16
C: 0.46 1.18 0.73
N: 1.73 0.74 0.42
C: 1.67 -0.37 -0.43
H: 0.09 -1.35 -1.42
H: -1.47 0.56 0.13
H: 0.37 2.16 1.45
H: 2.59 1.48 0.42
H: 2.53 -0.79 -1.03
C: 1.99 -3.06 3.91
C: 2.95 -2.05 4.49
C: 2.78 -0.98 3.62
N: 2.00 -1.41 2.50
C: 1.50 -2.68 2.75
H: 1.75 -3.97 4.27
H: 3.39 -1.74 5.46
H: 3.47 0.00 3.59
H: 1.60 -0.95 1.73
H: 0.60 -3.14 1.94

- LUMO level: 0.7 eV
- SMILES: c1cc[nH]c1.c1cc[nH]c1.c1cc[nH]c1.c1cc[nH]c1.c1cc[nH]c1.c1cc[nH]c1.c1cc[nH]c1.c1cc[nH]c1
- Strongest force on any atom: 12.2 eV/A
- HOMO: -8.1 eV
- Charge: 0
- Electronic energy: -1680.86400 a.u.
- ΔE to the lowest compared entry with this formula, charge and spin: 13.683 eV
- Orbital gap: 8.8 eV

=====

Record 3
A molecular structure, C24H24Cl3NiO4Si. Source: the Open Molecules 2025 dataset; level of theory: wB97M-V/def2-TZVPD.

Cartesian coordinates (Å):
Ni: 1.48 0.52 -1.11
Cl: -0.73 7.44 -1.00
C: -0.55 5.71 -1.23
C: 0.70 5.18 -1.48
C: 0.81 3.82 -1.66
Cl: 2.35 3.08 -1.96
C: -0.28 2.92 -1.59
O: -0.15 1.65 -1.76
C: -1.52 3.54 -1.34
Cl: -2.92 2.50 -1.22
C: -1.67 4.90 -1.16
H: 1.58 5.81 -1.53
H: -2.64 5.31 -0.95
O: -0.23 -0.39 -0.18
C: -0.42 -1.78 -0.51
C: 0.95 -2.29 -1.06
O: 1.20 -3.49 -0.98
O: 1.67 -1.40 -1.62
C: -1.40 -1.96 -1.66
C: -1.72 -0.93 -2.53
C: -2.59 -1.16 -3.60
C: -3.12 -2.42 -3.81
C: -2.78 -3.46 -2.95
C: -1.93 -3.23 -1.88
C: -0.93 -2.46 0.75
C: -0.15 -3.28 1.56
C: -0.66 -3.80 2.74
C: -1.96 -3.51 3.13
C: -2.75 -2.69 2.34
C: -2.23 -2.18 1.16
H: -0.94 0.16 -0.54
H: -1.32 0.07 -2.41
H: -2.84 -0.35 -4.26
H: -3.79 -2.60 -4.64
H: -3.19 -4.45 -3.10
H: -1.66 -4.04 -1.22
H: 0.85 -3.52 1.24
H: -0.04 -4.43 3.35
H: -2.35 -3.92 4.06
H: -3.76 -2.45 2.63
H: -2.86 -1.54 0.54
C: 1.71 2.46 1.91
Si: 2.77 0.90 1.75
C: 1.84 -0.53 2.54
C: 4.31 1.19 2.82
C: 3.15 0.57 -0.01
H: 1.38 2.61 2.93
H: 0.82 2.39 1.28
H: 2.27 3.34 1.59
H: 1.82 -0.43 3.63
H: 2.30 -1.48 2.29
H: 0.80 -0.57 2.19
H: 4.05 1.38 3.86
H: 4.88 2.04 2.44
H: 4.96 0.31 2.79
H: 3.62 -0.40 -0.17
H: 3.81 1.35 -0.40

- LUMO level (alpha / beta): 2.6 / 2.6 eV
- Multiplicity: 3
- Strongest force on any atom: 0.6 eV/A
- HOMO (alpha / beta): -5.1 / -5.6 eV
- Charge: -1
- Electronic energy: -4408.44457 a.u.
- ΔE to the lowest compared entry with this formula, charge and spin: 0.343 eV
- Orbital gap (alpha / beta): 7.7 / 8.1 eV